Formula: H16O8
Source: OMol25
Level of theory: the ωB97M-V functional and the def2-TZVPD basis

Maximum force (hartree/bohr): 0.0511
Net charge: 0
Highest occupied orbital energy (hartree): -0.3894
HOMO-LUMO gap (Ha): 0.3757

Last column: Mulliken charge in e.
Positions of all 24 atoms, in Å:
O  34.10303  8.64809  -0.68282  -0.586
H  34.91879  8.43234  -1.13399  0.323
H  33.56799  7.89538  -1.01039  0.334
O  35.81681  11.53137  -2.00654  -0.587
H  36.04069  11.78124  -1.08650  0.315
H  36.29274  10.71714  -2.17734  0.205
O  35.60921  14.43902  -1.42835  -0.613
H  35.72949  14.25860  -2.34602  0.310
H  36.20193  13.84954  -0.96673  0.308
O  36.50359  9.50582  -5.06816  -0.645
H  36.13252  10.32647  -5.46178  0.344
H  36.10101  9.45289  -4.18559  0.304
O  34.94552  12.94564  -4.13386  -0.637
H  34.10243  12.44107  -4.11822  0.310
H  35.47800  12.54292  -3.44365  0.378
O  33.28129  12.62835  -1.30979  -0.655
H  33.20971  13.21125  -0.54868  0.304
H  34.20446  12.57474  -1.52616  0.388
O  36.73878  8.84503  -1.94601  -0.617
H  37.12529  8.61679  -1.11557  0.234
H  36.82080  7.97175  -2.27265  0.287
O  36.12032  12.13743  0.70188  -0.621
H  35.22367  11.91967  0.80816  0.321
H  36.45106  11.48843  1.32731  0.295


Formula: C8H14N2O4
Source: OMol25
Level of theory: the ωB97M-V functional and the def2-TZVPD basis

Maximum force (hartree/bohr): 0.1020
Net charge: 0
Highest occupied orbital energy (hartree): -0.3180
HOMO-LUMO gap (Ha): 0.3451

Last column: Mulliken charge in e.
Positions of all 28 atoms, in Å:
C  1.41266  1.20074  3.82562  -1.329
C  0.98805  1.19724  2.45917  0.163
C  0.26132  0.31095  1.79341  -0.373
N  -0.05471  0.34424  0.32575  0.246
C  0.50674  -0.76521  -0.22523  0.675
O  1.08258  -1.61944  0.44804  -0.677
O  0.35586  -0.82317  -1.53032  -0.334
C  0.78402  -2.08397  -2.09605  -0.424
C  -0.41899  -2.93344  -2.30471  -1.107
C  -0.72814  1.28470  -0.54996  0.289
C  -0.01177  2.12702  -1.52920  -1.415
N  -2.01217  1.24548  -0.50246  0.929
O  -2.73900  2.11735  -0.97689  -0.784
O  -2.60474  0.30087  0.28753  -0.459
H  1.06251  2.01013  4.32982  0.387
H  2.44556  1.17907  3.81471  0.323
H  0.82201  0.33174  4.37627  0.266
H  1.40392  1.99252  1.87706  0.328
H  -0.13489  -0.58304  2.33647  0.157
H  1.41083  -1.69712  -2.87054  0.378
H  1.45165  -2.47940  -1.35476  0.340
H  -0.77537  -3.51149  -1.47328  0.368
H  -1.41922  -2.63000  -2.77081  0.287
H  -0.17849  -3.87684  -2.93435  0.333
H  0.13312  1.37904  -2.29013  0.295
H  0.88343  2.51845  -1.08273  0.277
H  -0.51946  2.82297  -2.03018  0.503
H  -3.40731  0.64060  0.64774  0.359


Formula: C2H4ClOP
Source: OMol25
Level of theory: the ωB97M-V functional and the def2-TZVPD basis

Maximum force (hartree/bohr): 0.0873
Net charge: 0
Highest occupied orbital energy (hartree): -0.3517
HOMO-LUMO gap (Ha): 0.3260

Last column: Mulliken charge in e.
Positions of all 9 atoms, in Å:
O  -1.05292  -2.28422  -0.27827  -0.404
P  0.32605  -2.18008  0.09601  0.325
C  0.81617  -0.38721  -0.03833  -0.720
C  -0.34704  0.44007  -0.73458  -0.330
Cl  -0.41785  2.09620  0.06616  -0.230
H  1.78793  -0.20184  -0.31423  0.445
H  0.67226  -0.00921  1.00045  0.314
H  -1.28628  -0.06422  -0.56726  0.300
H  -0.32305  0.75298  -1.87106  0.300


Formula: C12H32FeN2O9P
Source: OMol25
Level of theory: the ωB97M-V functional and the def2-TZVPD basis

Multiplicity: 6
Maximum force (hartree/bohr): 0.1427
Net charge: 0
Highest occupied orbital energy (spin up / spin down) (hartree): -0.3157 / -0.3157
HOMO-LUMO gap (spin up / spin down) (Ha): 0.3143 / 0.2825

Last column: Mulliken charge in e.
Positions of all 57 atoms, in Å:
Fe  -6.41743  12.54729  -2.95702  1.330
P  -8.63213  13.09096  -2.93159  0.635
O  -10.16613  13.28181  -2.88454  -0.802
O  -7.70308  13.71431  -3.94935  -0.653
O  -8.16839  11.62036  -3.28782  -0.624
O  -7.77608  13.23720  -1.63482  -0.731
C  -2.88232  12.06612  -5.69815  -1.654
C  -3.70841  12.84762  -4.64246  0.737
C  -3.45533  14.40435  -4.70976  -0.446
O  -2.03953  14.65060  -4.67175  -0.378
C  -1.65973  15.99758  -4.84746  -0.719
N  -5.16111  12.59031  -4.66399  -0.399
H  -3.21610  11.02902  -5.73139  0.548
H  -1.85506  11.99472  -5.34074  0.368
H  -2.90462  12.52863  -6.68490  0.338
H  -3.20893  12.54801  -3.72113  -0.394
H  -3.85532  14.84504  -3.79657  -0.004
H  -3.94867  14.86436  -5.56598  0.482
H  -1.79155  16.27464  -5.89338  0.274
H  -0.66940  16.18294  -4.43154  0.256
H  -2.35716  16.53640  -4.20610  0.300
H  -5.31134  11.70332  -5.12310  0.413
H  -5.54621  13.20808  -5.36412  0.436
C  -9.60447  9.10537  -1.82856  -0.588
C  -9.27235  8.42881  -3.21076  -0.277
O  -9.28119  9.40168  -4.23103  -0.627
O  -8.55334  9.89553  -1.36203  -0.512
H  -9.85157  8.33457  -1.09855  0.377
H  -10.49670  9.72970  -1.87598  0.325
H  -9.85351  7.54123  -3.46086  0.406
H  -8.28531  8.00928  -3.01625  0.086
H  -8.94805  10.23583  -3.89221  0.432
H  -8.39245  10.56007  -2.03590  0.400
C  -5.46368  15.13866  -1.68015  -1.010
O  -5.13615  13.80541  -1.94664  0.490
C  -4.41035  13.13769  -0.95671  -0.901
C  -4.33251  11.63600  -1.20277  -1.004
N  -5.52914  11.02899  -1.66297  0.290
C  -5.31460  9.64446  -2.17681  -0.685
C  -5.09311  8.67134  -1.00120  -0.608
O  -5.04082  7.41479  -1.57531  -0.306
C  -4.78931  6.36958  -0.61888  -0.826
H  -4.55496  15.69840  -1.45875  0.403
H  -6.02693  15.29464  -0.76008  0.179
H  -6.01401  15.68579  -2.44558  0.312
H  -4.85129  13.32742  0.02190  0.591
H  -3.40087  13.53670  -0.85748  0.398
H  -4.03437  11.17067  -0.26327  0.426
H  -3.46610  11.45734  -1.83958  0.480
H  -6.09736  10.77980  -0.86601  0.199
H  -4.45780  9.69396  -2.84878  0.412
H  -6.16914  9.36249  -2.79193  0.039
H  -5.86758  8.83656  -0.25220  0.449
H  -4.18379  8.95403  -0.47080  0.389
H  -5.48920  6.30643  0.21435  0.330
H  -3.80203  6.34038  -0.15786  0.326
H  -4.80478  5.43544  -1.18034  0.291


The records above yield E values of -611.491087 -723.509411 -955.362674 -2868.144446 Eh, respectively.